DFT (wB97M-V/def2-TZVPD) results for a 17-piece molecular cluster, C102H85N17O34 overall at a distorted geometry.

Structure (XYZ):
```
238
Properties=species:S:1:pos:R:3
C -17.327 -20.592 10.045
C -18.128 -21.684 9.767
C -17.671 -22.712 8.983
C -16.380 -22.569 8.542
C -15.494 -21.543 8.878
C -15.988 -20.520 9.608
N -15.877 -23.676 7.665
O -16.644 -24.586 7.466
O -14.731 -23.553 7.249
H -17.737 -19.840 10.657
H -19.160 -21.773 10.061
H -18.324 -23.523 8.659
H -14.572 -21.422 8.335
H -15.443 -19.571 9.730
C -3.866 -30.362 3.558
C -3.976 -28.988 3.565
C -4.966 -28.445 4.417
C -5.655 -29.284 5.287
C -5.509 -30.649 5.301
C -4.633 -31.191 4.392
N -6.760 -28.692 6.083
O -7.396 -29.430 6.807
O -6.971 -27.507 5.945
H -3.104 -30.793 2.925
H -3.329 -28.270 3.014
H -5.175 -27.398 4.335
H -6.166 -31.244 5.905
H -4.624 -32.290 4.276
C -13.781 -27.305 1.299
C -12.504 -27.719 1.447
C -12.245 -28.989 1.968
C -13.318 -29.748 2.404
C -14.636 -29.312 2.255
C -14.851 -28.110 1.670
N -13.084 -30.965 3.118
O -13.965 -31.379 3.822
O -11.965 -31.433 3.010
H -14.013 -26.337 0.931
H -11.619 -27.139 1.120
H -11.234 -29.437 2.057
H -15.398 -29.997 2.544
H -15.877 -27.745 1.584
C -19.182 -28.105 7.883
C -18.356 -27.092 8.288
C -18.215 -26.761 9.614
C -18.945 -27.546 10.571
C -19.802 -28.545 10.190
C -19.922 -28.832 8.848
N -18.762 -27.298 12.041
O -18.004 -26.384 12.340
O -19.459 -27.947 12.801
H -19.355 -28.305 6.833
H -17.853 -26.537 7.522
H -17.552 -25.967 9.910
H -20.329 -29.088 10.994
H -20.648 -29.553 8.466
C -7.672 -19.962 1.708
C -7.379 -21.288 1.970
C -8.377 -22.107 2.436
C -9.627 -21.490 2.610
C -9.939 -20.182 2.363
C -8.918 -19.423 1.835
N -10.763 -22.373 3.081
O -11.854 -21.834 3.119
O -10.500 -23.533 3.342
H -6.893 -19.365 1.268
H -6.375 -21.721 1.802
H -8.231 -23.167 2.675
H -10.941 -19.869 2.584
H -9.152 -18.421 1.474
C -18.714 -35.557 6.158
C -17.829 -35.264 5.098
C -17.563 -33.952 4.807
C -18.110 -32.986 5.646
C -18.900 -33.283 6.802
C -19.200 -34.591 7.021
N -17.897 -31.567 5.292
O -18.422 -30.655 5.961
O -17.292 -31.333 4.257
H -18.897 -36.595 6.394
H -17.347 -35.996 4.501
H -16.926 -33.670 3.963
H -19.314 -32.384 7.316
H -19.819 -34.837 7.883
C -8.963 -26.979 2.981
C -8.178 -26.556 1.904
C -7.437 -27.481 1.223
C -7.437 -28.782 1.703
C -8.174 -29.230 2.784
C -8.998 -28.258 3.391
N -6.528 -29.745 1.046
O -6.709 -30.913 1.349
O -5.751 -29.304 0.218
H -9.566 -26.268 3.555
H -8.349 -25.498 1.675
H -6.846 -27.220 0.346
H -8.045 -30.218 3.194
H -9.697 -28.595 4.150
C -17.791 -20.646 5.723
C -16.475 -20.626 5.329
C -15.935 -21.689 4.633
C -16.784 -22.739 4.325
C -18.084 -22.796 4.771
C -18.591 -21.770 5.560
N -16.201 -23.878 3.665
O -14.999 -23.801 3.427
O -16.935 -24.815 3.377
H -18.126 -19.761 6.268
H -15.836 -19.810 5.670
H -14.909 -21.744 4.284
H -18.606 -23.709 4.523
H -19.579 -21.797 5.967
C -15.946 -27.339 5.516
C -15.981 -28.445 6.393
C -14.850 -29.230 6.562
C -13.707 -28.810 5.885
C -13.649 -27.769 5.034
C -14.791 -27.017 4.789
N -12.496 -29.525 6.115
O -12.572 -30.577 6.735
O -11.454 -29.037 5.612
H -16.784 -26.679 5.385
H -16.909 -28.645 6.890
H -14.763 -29.935 7.382
H -12.694 -27.538 4.524
H -14.839 -26.167 4.102
C -19.749 -29.121 1.189
C -18.613 -28.868 1.935
C -18.603 -27.954 2.964
C -19.818 -27.324 3.193
C -20.957 -27.516 2.418
C -20.942 -28.510 1.468
N -19.823 -26.353 4.258
O -20.815 -25.666 4.324
O -18.855 -26.272 5.007
H -19.684 -29.951 0.484
H -17.701 -29.402 1.621
H -17.797 -27.796 3.625
H -21.899 -27.059 2.565
H -21.835 -28.867 0.923
C -6.429 -30.569 11.498
C -7.003 -31.422 12.444
C -8.034 -32.300 12.019
C -8.474 -32.201 10.742
C -7.944 -31.363 9.735
C -6.868 -30.550 10.143
N -9.540 -33.054 10.296
O -9.878 -33.984 11.029
O -10.184 -32.750 9.258
H -5.819 -29.706 11.748
H -6.770 -31.449 13.519
H -8.456 -33.058 12.609
H -8.384 -31.288 8.786
H -6.435 -29.835 9.435
C -12.386 -20.813 6.797
C -11.847 -20.924 8.093
C -11.861 -19.811 8.913
C -12.473 -18.660 8.464
C -13.088 -18.492 7.204
C -12.990 -19.622 6.344
N -12.554 -17.578 9.388
O -12.347 -17.875 10.534
O -12.907 -16.492 9.002
H -12.358 -21.645 6.158
H -11.523 -21.920 8.357
H -11.459 -19.781 9.950
H -13.441 -17.495 7.030
H -13.317 -19.573 5.296
C -13.009 -33.281 12.720
C -13.454 -34.560 12.372
C -14.773 -34.874 12.368
C -15.677 -33.895 12.675
C -15.316 -32.618 13.066
C -13.939 -32.295 13.057
N -17.084 -34.235 12.676
O -17.864 -33.399 12.258
O -17.362 -35.331 13.192
H -11.962 -33.060 12.859
H -12.726 -35.328 12.113
H -15.197 -35.803 12.048
H -16.048 -31.889 13.342
H -13.589 -31.311 13.364
C -14.066 -29.774 10.582
C -13.815 -30.928 9.849
C -14.857 -31.787 9.531
C -16.116 -31.511 10.059
C -16.394 -30.397 10.797
C -15.360 -29.555 11.036
N -17.205 -32.480 9.663
O -18.334 -32.057 9.563
O -16.800 -33.644 9.435
H -13.231 -29.118 10.837
H -12.839 -31.084 9.429
H -14.633 -32.665 8.950
H -17.405 -30.245 11.178
H -15.666 -28.714 11.613
C -13.134 -34.264 5.488
C -12.191 -34.863 4.635
C -11.139 -35.487 5.227
C -11.032 -35.480 6.627
C -11.974 -34.972 7.453
C -13.076 -34.326 6.840
N -9.910 -36.227 7.239
O -9.231 -36.911 6.479
O -9.743 -36.056 8.438
H -13.942 -33.655 5.055
H -12.353 -34.845 3.561
H -10.373 -35.966 4.598
H -11.909 -34.941 8.535
H -13.849 -33.798 7.375
C -9.200 -32.262 6.434
C -9.542 -31.743 5.222
C -9.000 -32.393 4.050
C -8.033 -33.353 4.208
C -7.645 -33.772 5.497
C -8.236 -33.286 6.617
N -7.363 -33.868 3.007
O -7.878 -33.751 1.881
O -6.298 -34.414 3.231
H -9.670 -31.889 7.322
H -10.276 -30.962 5.143
H -9.396 -32.171 3.070
H -6.953 -34.581 5.557
H -8.163 -33.640 7.640
C -11.044 -25.563 6.096
C -12.158 -25.670 6.949
C -12.026 -26.329 8.166
C -10.779 -26.771 8.515
C -9.741 -26.779 7.678
C -9.879 -26.224 6.439
N -10.611 -27.472 9.798
O -11.565 -27.469 10.517
O -9.548 -28.020 10.066
H -11.090 -25.110 5.116
H -13.098 -25.215 6.721
H -12.800 -26.281 8.863
H -8.791 -27.237 7.973
H -8.988 -26.275 5.798
```

Its spin multiplicity is 1. The calculation puts the gap between HOMO and LUMO at 8.4 eV. The total charge is 0. For the energy above the lowest of the compared OMol25 structures with the same formula, charge and spin, the calculation gives 54.7 kJ/mol.



DFT (wB97M-V/def2-TZVPD) results for one molecule with the formula C5H7P at a distorted geometry.

Structure (XYZ):
```
13
Properties=species:S:1:pos:R:3
C -1.107 1.446 -2.081
C -0.429 0.579 -1.396
P -0.457 0.037 0.217
C -1.072 -1.500 0.351
C 0.866 0.355 1.423
C 1.971 -0.300 1.138
H -1.851 2.142 -1.667
H -0.697 1.555 -3.063
H -0.695 -2.202 1.199
H -1.988 -1.813 -0.178
H 0.637 1.055 2.191
H 2.942 -0.264 1.554
H 1.879 -1.088 0.312
```

Its spin multiplicity is 1. The calculation puts the gap between HOMO and LUMO at 7.3 eV. The structure (SMILES) is C=C=P(=C)C=C. The total charge is 0. For the energy above the lowest of the compared OMol25 structures with the same formula, charge and spin, the calculation gives 390.4 kJ/mol.



DFT (wB97M-V/def2-TZVPD) results for a 2-piece molecular cluster, C5H5ClF2N2 overall at a distorted geometry.

Structure (XYZ):
```
15
Properties=species:S:1:pos:R:3
C 1.844 0.942 -0.091
C 0.861 -0.031 -0.006
C -0.270 0.752 0.215
C 0.994 -1.506 -0.130
C -2.774 -0.531 0.142
N -0.069 2.030 0.254
N 1.248 2.151 0.066
F -3.216 -0.536 1.404
F -2.450 -1.787 -0.201
Cl -3.818 0.260 -0.965
H 2.899 0.844 -0.250
H 0.294 -2.005 0.537
H 0.763 -1.825 -1.149
H 2.007 -1.818 0.109
H 1.686 3.060 0.067
```

Its spin multiplicity is 1. The calculation puts the gap between HOMO and LUMO (alpha / beta) at 8.9 / 9.0 eV. The total charge is 0. For the energy above the lowest of the compared OMol25 structures with the same formula, charge and spin, the calculation gives 376.8 kJ/mol.



The evaluated energy for the records listed, in turn: -202052.176 -14581.652 -26199.111 eV.